1.
Molecular formula: C16H30F7NO2P
Method: DFT, ωB97M-V/def2-TZVPD

```
57
Properties=species:S:1:pos:R:3:forces:R:3
C 4.4143 0.4553 0.3252 -1.58 -0.04 -1.14
C 3.4623 0.7440 -0.7846 1.94 -0.03 1.10
C 1.9088 0.4443 -0.9414 2.17 1.07 -3.79
N 1.2814 -0.8225 -0.3477 2.69 0.53 0.26
O 0.0053 -0.5448 -0.7174 -1.49 -0.17 -1.45
C -1.0712 -1.2857 -0.2113 -5.80 -1.85 0.80
C -2.1413 -0.3583 0.6881 -0.62 -0.20 0.47
C -2.6762 -1.1733 2.0382 0.56 0.30 0.72
C -3.4707 0.0930 -0.1579 -0.82 1.22 -0.71
C -3.4652 1.7132 -0.5693 -0.80 -0.77 -0.18
C -3.5577 2.6589 0.7733 -0.37 -0.36 -0.03
C -2.1926 2.0364 -1.5518 -1.13 -0.34 0.13
P 1.2011 -0.7646 1.4745 0.07 -0.09 4.47
C 1.5738 1.0326 2.1179 0.08 0.39 1.04
C 2.5511 -1.8143 2.3091 1.44 -1.43 1.23
C 2.3345 -1.6151 3.9559 -1.13 1.15 -0.25
C 1.8141 -2.1205 -0.8871 2.33 -5.08 0.76
F 3.3013 -2.3250 -0.6899 -4.87 1.59 -0.69
F 1.2953 -3.3294 -0.1249 0.97 4.47 -2.07
C 1.5289 -2.5198 -2.4259 -1.65 -4.17 -1.78
F 1.9456 -3.9784 -2.5123 -1.12 4.90 0.59
F 0.0834 -2.5810 -2.8399 4.78 0.69 1.86
C 2.3303 -1.7971 -3.6206 0.94 0.31 -4.78
F 3.5989 -1.1272 -3.3215 -4.71 -2.19 -0.66
F 1.3843 -0.8551 -4.3283 3.55 -2.86 2.80
F 2.6423 -2.8540 -4.6550 -1.05 3.96 3.81
H 4.7027 1.3360 1.0778 0.87 -1.70 -2.78
H 4.8460 -0.6322 0.4683 -1.99 2.04 0.82
H 3.9885 1.2903 -1.7118 -2.03 0.31 2.55
H 1.6512 0.3875 -2.1077 0.49 0.09 2.44
H 1.3020 1.4206 -0.6106 1.28 -2.65 -0.16
H -1.7521 -1.6144 -1.1421 1.96 0.72 1.74
H -0.9349 -2.2650 0.3963 0.74 1.88 -1.20
H -1.5957 0.6114 1.0518 -0.91 -1.80 -0.75
H -2.4437 -0.4981 2.9936 -0.62 -1.51 -2.05
H -2.1266 -2.1903 2.2186 -0.91 1.86 -0.43
H -3.8255 -1.3964 2.0229 2.31 0.53 -0.14
H -4.4910 -0.0542 0.4398 2.44 0.11 -1.03
H -3.6254 -0.5000 -1.1751 0.58 1.01 2.13
H -4.4813 1.8641 -1.1750 2.31 -0.28 1.21
H -3.8884 1.9751 1.6936 0.86 1.56 -1.89
H -2.5105 3.1584 0.9813 -2.20 -0.90 -0.24
H -4.4055 3.4877 0.6569 2.10 -1.73 0.18
H -1.3354 2.4717 -0.8786 -1.42 -0.76 -1.62
H -2.5729 2.7795 -2.3826 1.21 -1.32 1.89
H -1.8846 1.0265 -2.0843 -0.37 2.11 1.08
H 1.0239 1.0578 3.1799 1.02 -0.33 -2.39
H 1.0532 1.8701 1.4917 1.19 -1.61 1.10
H 2.7024 1.2142 2.3613 -2.17 -0.15 -0.83
H 2.4419 -2.9884 2.1392 -0.08 2.75 -0.12
H 3.6553 -1.5407 2.0730 -2.07 -0.39 0.25
H 1.2140 -1.2535 4.1530 2.30 -0.86 -0.33
H 2.4638 -2.6106 4.5574 0.05 2.04 -1.35
H 3.0194 -0.7299 4.3254 -1.29 -2.07 -0.58
O -3.9383 4.7548 -2.3997 -0.17 0.27 -0.32
H -4.5185 5.5162 -2.2491 0.18 -0.25 -0.01
H -3.8161 4.7403 -3.3609 -0.06 0.03 0.30
```
Positions in Å, forces in eV/Å.

Output
Spin multiplicity   1
Frontier orbital gap   7.16 eV
Molecular weight   432.4 Da
LUMO   -4.40 eV
Charge   +1
E_tot   -1872.44277 Eh

=====

2.
Molecular formula: C16H30FNO7S2
Method: DFT, ωB97M-V/def2-TZVPD

```
57
Properties=species:S:1:pos:R:3:forces:R:3
C 2.5333 1.5056 3.6026 -1.02 0.52 0.04
C 2.1063 2.1781 2.2523 0.41 -0.36 0.29
C 2.1383 1.2124 1.0075 0.66 0.96 0.61
C 2.8174 1.9746 -0.1577 0.61 -0.60 0.02
C 0.8113 0.4709 0.7266 0.46 -1.21 -1.07
O 0.4607 -0.0435 2.0519 0.28 1.12 -0.26
N -0.8865 -0.2475 2.2285 -0.39 0.23 0.55
O -1.1373 -0.2139 3.3752 -0.20 -0.45 -0.26
C 0.9537 -0.8541 -0.1235 -0.01 0.20 0.49
C 2.0150 -1.8408 0.4568 -1.39 -1.66 -0.48
C 1.2782 -3.2203 0.7045 1.30 0.38 2.89
C 1.5609 -3.8364 2.1364 -4.45 0.69 -0.77
O 0.2348 -3.1664 1.6426 0.43 0.30 -1.98
C 1.0128 -0.6808 -1.6621 -0.44 -1.65 -0.41
O 1.1338 0.6389 -2.2042 -0.02 1.22 0.97
S -0.0227 1.6568 -1.7359 -2.11 0.54 -1.75
O -1.2021 1.3348 -2.5162 0.30 -1.11 1.06
O 0.2904 3.0423 -1.9378 1.60 -0.51 0.79
C -0.3409 1.2598 0.0374 -0.24 0.45 0.09
C -0.8661 2.5183 0.7713 -0.62 -0.13 0.38
C -2.4035 2.7455 0.5603 0.58 -0.60 0.48
C -2.9793 3.3861 1.8363 -0.12 0.25 -0.45
F -4.3390 3.0709 1.9682 0.33 0.30 -0.21
H 2.6309 0.4110 3.5473 0.27 0.45 -0.12
H 3.4322 2.0036 3.9910 -0.15 -0.50 -0.05
H 1.7167 1.6815 4.3283 0.50 -0.14 -0.12
H 2.8477 2.9711 2.0538 -0.43 -0.26 -0.05
H 1.1492 2.6897 2.4079 0.24 -0.23 -0.27
H 2.8764 0.4481 1.3184 -0.49 0.12 -0.30
H 3.1272 1.2579 -0.9383 -0.39 0.56 0.01
H 2.2586 2.8297 -0.5618 0.01 -0.48 0.02
H 3.7700 2.3822 0.2283 -0.45 -0.17 -0.03
H -0.0065 -1.3693 0.0753 0.29 0.48 -0.09
H 2.8061 -2.0996 -0.2649 0.07 0.60 0.41
H 2.3911 -1.5500 1.4434 0.08 0.15 -0.49
H 1.2015 -3.9326 -0.1380 -0.14 0.39 0.52
H 1.5392 -3.2047 3.0333 1.93 -0.17 -0.30
H 1.0029 -4.7618 2.3471 1.75 -0.53 -0.16
H 0.1165 -1.1620 -2.1231 0.59 0.45 0.27
H 1.8659 -1.2658 -2.0448 -0.22 0.62 -0.04
H -1.2270 0.6092 -0.0736 0.65 -0.05 0.06
H -0.7736 2.2924 1.8494 0.18 0.07 -0.48
H -0.2758 3.4282 0.5871 -0.12 -0.40 -0.14
H -2.8785 1.7516 0.4557 0.13 0.40 0.05
H -2.6189 3.3076 -0.3590 0.01 -0.04 0.39
H -2.8652 4.4827 1.7730 -0.24 -0.36 0.24
H -2.5047 3.0218 2.7628 0.00 0.04 -0.47
C -2.6887 -1.7038 -3.4468 -0.08 0.07 -0.07
S -2.0331 -3.3738 -3.4062 -0.03 -0.08 0.06
O -0.6451 -3.3121 -3.9460 -0.05 0.06 0.04
C -3.0817 -4.0491 -4.7033 -0.05 0.03 -0.12
H -2.1292 -1.1065 -2.7285 -0.02 0.02 -0.04
H -2.5684 -1.2778 -4.4431 0.07 -0.04 0.01
H -3.7430 -1.7156 -3.1678 0.02 -0.05 0.04
H -2.9368 -3.4872 -5.6265 0.06 0.03 0.04
H -4.1248 -3.9989 -4.3896 0.03 0.01 0.04
H -2.8006 -5.0887 -4.8617 0.05 0.03 0.07
```
Positions in Å, forces in eV/Å.

Output
ΔE to the lowest compared entry with this formula, charge and spin   0.0 kJ/mol
Spin multiplicity   1
Frontier orbital gap   9.07 eV
Molecular weight   431.5 Da
LUMO   -0.03 eV
E_tot   -2105.05299 Eh

=====

3.
Molecular formula: C16H30N2OP2SSn
Method: DFT, ωB97M-V/def2-TZVPD

```
53
Properties=species:S:1:pos:R:3:forces:R:3
Sn 0.2437 -0.5408 0.0330 -1.04 0.63 -1.12
P 2.4838 -0.4186 -1.0103 0.43 -0.15 -0.09
P -2.3479 0.5688 1.6648 1.77 -0.91 0.84
N -0.8143 0.2003 -1.6009 2.11 -0.82 5.30
H -0.0715 -2.1839 0.5001 0.35 0.02 -0.37
C 3.0119 -2.1576 -1.0890 0.32 -0.16 -0.09
H 3.9920 -2.2078 -1.5796 -0.16 -0.08 0.08
H 2.2959 -2.7570 -1.6662 0.10 0.25 0.10
H 3.0946 -2.5980 -0.0862 -0.05 0.25 -0.21
C 3.7689 0.5227 -0.1722 0.45 0.15 0.14
H 4.7502 0.3299 -0.6273 -0.24 0.05 -0.06
H 3.7842 0.2792 0.8979 -0.20 0.04 -0.38
H 3.5271 1.5903 -0.2541 0.03 -0.27 0.03
C 2.3861 0.1684 -2.7128 0.07 0.07 -0.28
H 3.3692 0.0758 -3.1895 -0.13 0.03 0.07
H 2.0725 1.2186 -2.7271 0.01 -0.23 0.07
H 1.6493 -0.4058 -3.2845 0.03 0.08 0.18
C -3.2198 -0.9550 2.0009 -0.80 0.42 0.31
H -4.1912 -0.6244 2.3804 -0.26 -0.68 -0.05
H -2.6561 -1.5185 2.7527 -0.27 0.27 -0.07
H -3.3099 -1.5406 1.0706 -0.05 0.38 0.29
C -2.3374 1.9531 2.8132 -0.53 0.06 0.14
H -3.3920 2.1823 3.0295 0.38 0.16 0.28
H -1.8951 2.8122 2.2701 -0.18 -0.51 0.23
H -1.7444 1.7039 3.7191 -0.60 0.17 -0.59
C -3.2075 1.2789 0.1648 0.43 -0.04 -0.20
H -4.2105 1.5523 0.5371 0.32 -0.19 0.39
H -3.3700 0.5882 -0.6726 0.48 -0.04 0.39
H -2.7769 2.2036 -0.2438 0.26 -0.44 0.28
C -1.2628 0.2087 -2.8144 -1.09 0.51 -3.50
C -2.1979 -0.6996 -4.9500 -0.28 0.43 -0.77
C -1.6871 -0.8933 -3.6808 0.52 0.29 1.24
C -1.4052 1.5029 -3.4780 0.07 -0.40 0.43
C -1.9208 1.6620 -4.7487 -0.23 -0.04 -0.45
C -2.3384 0.5727 -5.5258 0.18 -0.14 0.50
H -2.5220 -1.5499 -5.5579 0.18 0.06 0.37
H -1.6027 -1.9106 -3.2897 -0.02 0.21 -0.02
H -1.0831 2.3824 -2.9116 -0.09 -0.27 -0.11
H -2.0179 2.6653 -5.1740 0.11 -0.20 0.21
H -2.7513 0.7137 -6.5269 0.15 -0.10 0.35
C 1.4786 -0.2417 3.0042 1.22 0.74 -1.46
O 1.7954 0.5208 1.8897 -0.49 -0.53 -1.18
C 2.1093 -1.6542 2.7458 -0.55 -0.11 0.30
H 2.2701 -2.2735 3.6256 -0.19 -0.01 0.23
H 3.0757 -1.5317 2.2559 0.07 0.39 0.20
H 1.5096 -2.2283 2.0394 -0.19 -0.09 0.10
C 2.1696 0.4226 4.2568 -0.86 0.23 -0.28
H 1.9206 -0.0318 5.2173 -0.02 -0.15 -0.21
H 1.8689 1.4865 4.3109 0.09 -0.49 -0.13
H 3.2540 0.3939 4.1259 -0.12 -0.10 -0.22
S -0.7115 -0.5367 4.5597 -1.05 0.13 -0.06
C -0.0911 -0.2335 3.0573 0.94 -0.75 1.51
N -0.7451 -0.0665 1.9032 -1.42 1.90 -2.69
```
Positions in Å, forces in eV/Å.

Output
ΔE to the lowest compared entry with this formula, charge and spin   112.5 kJ/mol
Spin multiplicity   1
Frontier orbital gap   6.01 eV
Molecular weight   479.2 Da
LUMO   0.11 eV
E_tot   -2107.43906 Eh

=====

Q: frontier orbital gap of number 1 (C16H30F7NO2P)?
A: 7.16 eV

=====

Q: Which value of frontier orbital gap does entry 1 give?
A: 7.16 eV